(1)
111
Properties=species:S:1:pos:R:3 method="wB97M-V/def2-TZVPD" total_charge=+2 homo_energy_ev=-13.24
Ti -0.00631 -0.90776 -0.47704
C -0.18822 -4.82924 -0.88676
N -0.15514 -3.60729 -1.69051
C -1.39591 -3.44380 -2.44218
C -1.55769 -1.97209 -2.74866
N -1.61727 -1.20619 -1.47719
C -3.00327 -1.04819 -1.14515
C -3.72772 0.04980 -1.59745
F -3.11185 1.01993 -2.27087
C -5.08137 0.20369 -1.38021
F -5.70133 1.29848 -1.81081
C -5.78681 -0.76840 -0.69784
F -7.07532 -0.61618 -0.45533
C -5.11698 -1.89290 -0.26295
F -5.75961 -2.83597 0.41409
C -3.76261 -2.02640 -0.50395
F -3.19195 -3.14094 -0.02427
C 0.98169 -3.58433 -2.61447
C 1.89262 -2.37335 -2.48307
N 1.31404 -1.14424 -1.88742
C 2.16290 -0.07491 -2.32375
C 2.98181 0.63893 -1.45410
F 2.96573 0.35737 -0.15379
C 3.81742 1.65750 -1.86064
F 4.57164 2.29235 -0.96798
C 3.86291 2.01103 -3.19656
F 4.64739 2.99185 -3.60590
C 3.07529 1.32046 -4.09867
F 3.09486 1.64682 -5.38315
C 2.25869 0.29819 -3.65947
F 1.48258 -0.31282 -4.56546
H -0.33998 -5.72221 -1.50217
H -1.00358 -4.77248 -0.16405
H 0.75271 -4.95092 -0.34904
H -2.22666 -3.79576 -1.84515
H -1.39000 -4.02579 -3.37029
H -2.46821 -1.81187 -3.32610
H -0.71346 -1.63729 -3.35409
H 0.61400 -3.63472 -3.64054
H 1.59774 -4.47507 -2.47413
H 2.25935 -2.14473 -3.48077
H 2.78035 -2.62439 -1.90472
C 2.25753 -4.22084 1.73943
O 0.89909 -4.07386 2.23187
C 0.37338 -3.04820 1.59340
N 1.07401 -2.43369 0.71129
C 2.40207 -3.13047 0.65382
C 3.62523 -2.27648 0.86008
C 4.60569 -2.23808 -0.12210
C 5.76462 -1.49465 0.06519
C 5.95470 -0.80365 1.25223
C 4.98922 -0.86726 2.25130
C 3.82741 -1.59541 2.05552
C -0.97711 -2.64887 2.00362
C -1.66410 -3.39632 2.93963
C -2.86870 -2.89859 3.40525
C -3.27899 -1.65971 2.95147
C -2.52608 -0.98381 1.98997
N -1.40707 -1.49819 1.47429
C -2.96360 0.37984 1.57621
N -2.34765 1.16470 0.80265
C -3.12948 2.41862 0.74591
C -4.40878 2.08980 1.56816
O -4.14500 0.76897 2.10710
C -2.35359 3.58714 1.31607
C -1.71640 3.47790 2.55003
C -1.09728 4.58169 3.11859
C -1.10864 5.80652 2.45908
C -1.74118 5.92061 1.23016
C -2.35889 4.81229 0.66097
H 2.37093 -5.23222 1.35963
H 2.93557 -4.07023 2.57269
H 2.48028 -3.60102 -0.32159
H 4.47590 -2.79835 -1.04306
H 6.52441 -1.47066 -0.70646
H 6.86677 -0.24335 1.41405
H 5.16132 -0.35785 3.19203
H 3.07441 -1.63665 2.83718
H -1.24590 -4.32629 3.29954
H -3.45583 -3.44658 4.13040
H -4.17634 -1.19690 3.32825
H -3.37078 2.63590 -0.29327
H -5.32012 2.04192 0.97334
H -4.55664 2.77493 2.39645
H -1.71195 2.52728 3.07595
H -0.62556 4.49376 4.09025
H -0.63639 6.67010 2.91048
H -1.76567 6.87526 0.71899
H -2.88057 4.90980 -0.28644
C 2.13088 2.08166 3.73261
N 1.82455 2.59079 2.40037
C 2.24782 3.80017 1.87353
C 1.75298 3.88943 0.63686
N 0.99785 2.72522 0.40761
C 1.09796 1.91886 1.49494
S 0.45099 0.39062 1.77737
C 0.24293 2.55346 -0.78310
C -0.14843 3.72179 -1.42483
C -0.65261 3.66241 -2.70667
C -0.75728 2.42347 -3.31133
C -0.45234 1.31384 -2.56316
N 0.01664 1.33784 -1.29856
H 2.73739 2.81702 4.25149
H 2.67319 1.14296 3.64992
H 1.21129 1.91111 4.28823
H 2.86948 4.48776 2.42248
H 1.89451 4.65204 -0.10710
H -0.04966 4.66903 -0.91603
H -0.94894 4.56771 -3.22049
H -1.11070 2.30913 -4.32646
H -0.58530 0.33869 -2.99474

(2)
103
Properties=species:S:1:pos:R:3 method="wB97M-V/def2-TZVPD" multiplicity=6 total_charge=+1 s2=8.80 homo_energy_ev="-9.94 / -9.93"
Fe 0.44962 1.29389 0.04372
C -0.92466 6.31958 -4.49339
C -0.29867 5.56715 -3.35131
C 1.06593 5.28996 -3.32443
C 1.62401 4.55799 -2.29263
C 0.84134 4.06577 -1.24777
N 1.43310 3.26858 -0.23608
C 2.47290 3.86463 0.40016
C 2.48731 5.28118 0.55982
C 3.46496 5.92883 1.26390
C 4.50760 5.20794 1.85877
C 5.55519 5.90441 2.67519
C 4.52019 3.82499 1.70820
C 3.55080 3.14826 0.98868
N 3.72609 1.76612 0.79190
C 4.91638 1.10571 0.85000
C 4.63899 -0.22464 0.92232
C 3.23148 -0.29735 0.90860
N 2.67871 0.90122 0.81961
C -0.51927 4.35070 -1.27319
C -1.07796 5.08443 -2.30657
N -1.34566 3.92205 -0.20407
C -2.37179 4.58410 0.37470
C -3.00231 3.69967 1.21381
C -2.28155 2.50437 1.07948
N -1.28065 2.64437 0.22255
H -0.19179 6.94218 -5.00406
H -1.33607 5.62346 -5.22719
H -1.74048 6.95556 -4.15130
H 1.70026 5.64732 -4.12609
H 2.68380 4.33433 -2.28936
H 1.66174 5.84617 0.15061
H 3.41668 7.00417 1.38386
H 5.84137 6.85028 2.21560
H 5.16969 6.13096 3.67204
H 6.44624 5.29069 2.79458
H 5.30749 3.25601 2.18407
H 5.85344 1.63280 0.80190
H 5.33963 -1.03994 0.96816
H 2.61498 -1.17849 0.96369
H -2.14498 5.27473 -2.29482
H -2.56490 5.61991 0.14911
H -3.85192 3.88826 1.84670
H -2.44569 1.55355 1.56144
N -2.32804 -6.53188 6.28888
C -1.99820 -5.65816 5.62036
C -1.58383 -4.55868 4.77804
C -0.32496 -3.98966 4.95364
C 0.06758 -2.93348 4.15006
C -0.78843 -2.44630 3.16756
C -2.04008 -3.02255 2.99157
C -2.44287 -4.07484 3.79732
C -0.36183 -1.31516 2.29445
C -0.35939 -0.04760 2.83831
C -0.69135 0.32108 4.18109
C -0.42615 1.65971 4.29530
C 0.04495 2.07047 3.01558
N 0.07425 1.07948 2.14774
C 0.08061 -1.65671 0.99888
C 0.36863 -2.96056 0.54274
C 0.97848 -2.83482 -0.69748
C 1.01840 -1.45792 -0.95717
N 0.47210 -0.74351 0.03546
H 0.33589 -4.37625 5.71722
H 1.04346 -2.48265 4.28077
H -2.70247 -2.64470 2.22223
H -3.41813 -4.52387 3.66820
H -1.05868 -0.34699 4.94438
H -0.54417 2.28642 5.16504
H 0.34900 3.06957 2.72453
H 0.17692 -3.86854 1.09406
H 1.34182 -3.62183 -1.33966
H 1.43928 -0.96930 -1.82749
C 1.06585 -7.85711 -1.52627
C -0.09192 -7.05215 -2.05884
C -0.57703 -7.24393 -3.34808
C -1.63828 -6.49825 -3.83876
C -2.25758 -5.54898 -3.03698
N -3.37486 -4.84400 -3.55124
C -3.72796 -3.52984 -3.37569
O -4.81826 -3.10823 -3.70815
N -2.73232 -2.74621 -2.83407
C -2.80729 -1.36925 -2.59562
C -3.98449 -0.63642 -2.50853
C -3.87584 0.72128 -2.26194
C -2.63212 1.29066 -2.06231
N -1.49454 0.58800 -2.09738
C -1.60404 -0.70115 -2.40476
C -1.79867 -5.35756 -1.73687
C -0.72158 -6.09523 -1.26793
H 1.39186 -8.60519 -2.24759
H 0.79228 -8.37495 -0.60573
H 1.92025 -7.21688 -1.29877
H -0.11131 -7.98399 -3.98829
H -1.99270 -6.65337 -4.85089
H -4.04643 -5.35292 -4.10406
H -1.82153 -3.16793 -2.73512
H -4.94050 -1.11413 -2.65298
H -4.76266 1.33967 -2.21869
H -2.54368 2.35368 -1.88762
H -0.68179 -1.25874 -2.50680
H -2.29727 -4.65272 -1.08297
H -0.37993 -5.94074 -0.24959

(3)
97
Properties=species:S:1:pos:R:3 method="wB97M-V/def2-TZVPD" total_charge=+1 homo_energy_ev=-9.68
Au -0.23167 -1.86390 0.90592
C -3.12266 -4.86351 3.18250
C -2.21643 -5.47425 4.03688
C -0.87412 -5.15493 3.94676
C -0.44795 -4.21670 3.00505
N -1.34238 -3.61512 2.21461
C -2.63118 -3.93158 2.28743
C 0.98780 -3.85862 2.78090
C 1.99249 -4.52604 3.48460
C 3.32960 -4.26599 3.23724
C 3.67672 -3.34945 2.25869
C 2.68119 -2.67868 1.56060
C 1.32791 -2.89004 1.81512
H -4.17808 -5.09505 3.20707
H -2.55169 -6.20034 4.76590
H -0.16343 -5.63604 4.60083
H -3.29557 -3.41768 1.59813
H 1.74271 -5.27143 4.22743
H 4.09481 -4.78873 3.79580
H 4.72131 -3.15454 2.04215
H 2.97518 -1.96851 0.79393
C 0.40760 0.75625 -1.82252
N -0.94786 1.21144 -1.88189
C -1.76062 1.05223 -0.71274
P -1.92152 -0.71906 -0.16760
C -3.34396 -0.57565 0.95227
C -3.08339 -0.25445 2.28449
C -4.12743 -0.10933 3.18493
C -5.43647 -0.29652 2.76285
C -5.70173 -0.61481 1.43832
C -4.66038 -0.74842 0.53099
C -2.50031 -1.61154 -1.63025
C -3.24036 -1.00570 -2.64625
C -3.69031 -1.75378 -3.72289
C -3.41721 -3.11354 -3.78696
C -2.68522 -3.72447 -2.77909
C -2.22030 -2.97548 -1.70846
C -1.46843 1.67540 -3.10499
C -2.57353 2.52894 -3.13934
C -3.10117 2.94062 -4.35163
C -2.52939 2.53687 -5.55061
C -1.41190 1.71973 -5.51814
C -0.88476 1.28502 -4.31016
P 1.28880 1.34506 -0.26297
C 0.89363 3.11089 -0.31108
C 1.14766 3.83736 -1.47697
C 0.78715 5.17041 -1.56193
C 0.15379 5.78957 -0.49137
C -0.11882 5.07059 0.66190
C 0.24926 3.73601 0.75262
C 2.99115 1.17078 -0.82953
C 3.89382 2.22654 -0.90083
C 5.20453 1.98235 -1.27940
C 5.61646 0.69348 -1.58757
C 4.71946 -0.36377 -1.51141
C 3.41041 -0.12852 -1.12577
H 1.01004 1.27913 -2.56796
H 0.54648 -0.32122 -1.96476
H -2.77885 1.38910 -0.89143
H -1.38060 1.63341 0.14165
H -2.05897 -0.13576 2.62219
H -3.91839 0.13746 4.21743
H -6.25140 -0.19598 3.46749
H -6.72234 -0.76029 1.10961
H -4.87451 -1.00357 -0.49961
H -3.47364 0.05047 -2.61140
H -4.25596 -1.27241 -4.50984
H -3.77220 -3.69655 -4.62661
H -2.46887 -4.78325 -2.82852
H -1.63010 -3.45138 -0.93288
H -3.00484 2.90666 -2.22177
H -3.95795 3.60180 -4.35542
H -2.94652 2.85993 -6.49414
H -0.94550 1.40047 -6.44102
H -0.03395 0.61629 -4.31756
H 1.63295 3.37074 -2.32597
H 0.99843 5.72531 -2.46592
H -0.12860 6.83166 -0.55966
H -0.61451 5.54762 1.49672
H 0.04467 3.18183 1.65982
H 3.58714 3.23197 -0.64662
H 5.90774 2.80328 -1.32403
H 6.64123 0.51097 -1.88304
H 5.03943 -1.37047 -1.74477
H 2.71363 -0.95739 -1.04548
S 1.44971 0.83243 1.77894
C 3.03639 1.57656 2.10293
C 3.13971 2.93195 2.40552
C 4.38262 3.48306 2.67705
C 5.51740 2.68424 2.64501
C 5.41077 1.33275 2.34604
C 4.17227 0.77576 2.07228
H 2.25089 3.54666 2.43023
H 4.46398 4.53464 2.91863
H 6.48639 3.11462 2.86118
H 6.29496 0.70949 2.32507
H 4.07767 -0.27535 1.83706

(4)
107
Properties=species:S:1:pos:R:3 method="wB97M-V/def2-TZVPD" total_charge=-1 homo_energy_ev=-4.84
Pb -0.39376 -0.29957 -0.18922
O 4.36395 0.65486 -3.52309
C 3.39812 0.82879 -4.43697
C 3.71508 0.58156 -5.77631
C 2.76462 0.73877 -6.76698
C 1.47351 1.14656 -6.44749
C 1.15899 1.39116 -5.12261
C 2.09440 1.24345 -4.10270
C 1.64152 1.52140 -2.69371
O 0.47611 1.88345 -2.47932
N 2.61639 1.32735 -1.77626
N 2.16530 1.44317 -0.50645
C 3.02849 1.43777 0.43009
C 2.60214 1.43402 1.83085
C 3.51173 0.95380 2.78167
C 3.18106 0.78792 4.11187
C 1.89952 1.10807 4.54320
C 0.98706 1.61676 3.63833
C 1.33126 1.79282 2.30264
O 0.27853 2.24284 1.52296
H 3.93319 0.87850 -2.63617
H 4.72347 0.26210 -6.00747
H 3.03184 0.53742 -7.79807
H 0.72473 1.26166 -7.22040
H 0.16313 1.69685 -4.82704
H 4.09958 1.36540 0.22309
H 4.49730 0.66883 2.43184
H 3.91328 0.39507 4.80585
H 1.61199 0.96635 5.57699
H -0.01832 1.88341 3.93603
C -2.74974 5.36026 -2.56212
C -1.56024 4.42314 -2.69348
N -0.70515 4.43345 -1.51302
C -0.90674 3.52304 -0.52419
S 0.46316 3.61461 0.60924
N -2.04542 2.92393 -0.44562
N -2.11388 1.86837 0.41458
C -3.17812 1.65200 1.07806
C -4.39710 2.52544 1.05611
C -3.12684 0.44228 1.94612
C -4.23424 0.01731 2.67501
C -4.10718 -1.07661 3.51794
C -2.88164 -1.71067 3.61815
C -1.83463 -1.24227 2.83312
N -1.95670 -0.20374 2.01920
H -3.33406 5.35761 -3.48395
H -2.42435 6.38253 -2.36245
H -3.39426 5.03691 -1.74514
H -0.93450 4.70056 -3.54261
H -1.89363 3.39762 -2.85681
H 0.25391 4.69114 -1.67126
H -4.14990 3.48026 0.59883
H -4.77913 2.69758 2.06271
H -5.19387 2.06206 0.46842
H -5.17969 0.53202 2.57992
H -4.95913 -1.42549 4.08842
H -2.73198 -2.56175 4.26847
H -0.86154 -1.72544 2.80614
Br -6.19203 -6.90394 -2.51009
C -4.93347 -5.50570 -2.21738
C -5.24446 -4.49748 -1.32057
C -4.31517 -3.49261 -1.09943
C -3.09566 -3.49951 -1.76291
C -2.81220 -4.51452 -2.66670
C -3.73022 -5.52668 -2.90223
C -2.04698 -2.45163 -1.46309
O -0.94119 -2.53386 -2.01495
O -2.36588 -1.56927 -0.60572
H -6.19304 -4.50509 -0.80117
H -4.51369 -2.69626 -0.39427
H -1.85016 -4.50429 -3.16180
H -3.51292 -6.32567 -3.59790
N 0.63013 -1.84235 0.98202
P 1.05321 -3.30043 0.77203
C 1.85995 -3.98954 2.26760
C 2.53737 -3.07991 3.07728
C 3.16104 -3.50386 4.24021
C 3.10516 -4.84149 4.61289
C 2.42349 -5.75104 3.81835
C 1.80302 -5.32590 2.64952
C 2.27143 -3.53473 -0.56755
C 3.53393 -4.08484 -0.37745
C 4.45680 -4.09614 -1.41774
C 4.12237 -3.55420 -2.64907
C 2.85892 -3.01027 -2.84847
C 1.93667 -3.00433 -1.81557
C -0.23239 -4.54905 0.41835
C -1.42498 -4.46582 1.13230
C -2.41675 -5.41903 0.96469
C -2.23204 -6.46192 0.06683
C -1.05370 -6.54371 -0.66088
C -0.05578 -5.59399 -0.48363
H 2.54413 -2.03469 2.78976
H 3.68508 -2.78774 4.86199
H 3.58566 -5.17212 5.52584
H 2.36847 -6.79317 4.10859
H 1.26935 -6.04091 2.03450
H 3.80891 -4.49450 0.58703
H 5.44301 -4.51498 -1.25769
H 4.84891 -3.54039 -3.45199
H 2.59922 -2.56917 -3.80251
H 0.95124 -2.57404 -1.97086
H -1.58274 -3.62911 1.80549
H -3.34544 -5.33570 1.51545
H -3.01452 -7.19608 -0.08057
H -0.91253 -7.34424 -1.37688
H 0.85864 -5.66027 -1.05972

| no. | strongest force on any atom (hartree/bohr) |
| --- | --- |
| 1 | 0.012 |
| 2 | 0.016 |
| 3 | 0.036 |
| 4 | 0.010 |